i.
This record from OMol25 describes a cluster of 2 separate species, C3H11N2 in total. The level of theory is ωB97M-V/def2-TZVPD.

CARTESIAN COORDINATES (ANGSTROEM)
C (-2.13, -0.54, 0.58)
C (-3.15, 0.55, 0.95)
H (-1.55, -0.08, -0.28)
H (-2.54, -1.49, 0.40)
H (-1.36, -0.76, 1.38)
H (-3.95, 0.48, 0.23)
H (-3.71, 0.21, 1.94)
H (-2.76, 1.59, 1.14)
N (1.53, 0.46, -0.84)
C (2.59, -0.25, -0.45)
N (3.86, -0.20, -0.94)
H (1.40, 1.30, -1.56)
H (0.51, 0.27, -0.58)
H (2.52, -1.01, 0.41)
H (4.37, -1.13, -0.99)
H (4.37, 0.61, -1.40)

Frontier orbital gap ... 9.7053 eV
Charge ... +1

ii.
This record from OMol25 describes a structure of composition C3H11N2. The level of theory is ωB97M-V/def2-TZVPD.

CARTESIAN COORDINATES (ANGSTROEM)
C (2.27, -0.99, -1.50)
N (1.53, -1.37, -0.43)
H (3.17, -0.45, -1.35)
H (1.95, -1.27, -2.58)
H (1.01, -2.34, -0.62)
H (0.76, -0.54, 0.23)
C (-2.13, 0.13, 0.36)
C (-0.96, 1.17, 0.52)
N (0.36, 0.61, 1.01)
H (-2.92, 0.54, -0.40)
H (-2.70, -0.07, 1.33)
H (-1.73, -0.71, -0.14)
H (-1.14, 2.18, 0.99)
H (-0.56, 1.35, -0.49)
H (0.05, 0.39, 1.99)
H (1.04, 1.38, 1.09)

Frontier orbital gap ... 10.1274 eV
Charge ... +1

Which of the structures shown above is the most stable? The most stable is i.